# C3H3NO2

The molecule C3H3NO2 (ωB97M-V/def2-TZVPD, the OMol25 dataset).

Geometry as XYZ:
```
9
Properties=species:S:1:pos:R:3:forces:R:3:nbo_charge:R:1
O 0.56743 0.79642 1.85531 1.79 0.87 -0.60 -0.569
C 0.44279 0.51591 0.67291 0.59 0.68 0.97 0.609
C -0.91821 0.12108 0.26666 -0.02 0.55 0.92 -0.282
O -0.65180 -0.70005 -0.90850 -0.10 -0.38 0.92 -0.448
C 0.67441 -0.56937 -1.10810 0.12 0.05 0.30 0.448
N 1.37976 0.11899 -0.28005 -0.02 -0.03 -0.33 -0.518
H -0.89553 -0.03723 1.46841 -2.38 -2.03 -2.40 0.328
H -1.68211 0.84984 0.00495 0.28 0.11 0.03 0.230
H 1.08327 -1.09559 -1.97158 -0.26 0.17 0.18 0.203
```
Forces are in eV/Å.

The energy relative to the best compared isomer or geometry (same formula, charge and spin) comes out at 68.1 kcal per mole. As for the HOMO energy: -10.49 eV. The calculation puts the energy at -321.2691 a.u. Its multiplicity is 1. As for the SMILES: O=C1COC=N1.